The following is a DFT calculation (wB97M-V/def2-TZVPD) of a molecular structure, C6H8HgLiO6 at a distorted geometry.

Element x y z (Å)
Hg (0.20830, 1.40170, -0.26803)
O (-0.35033, -0.75824, 0.28266)
O (1.31969, -1.82435, -0.73234)
C (2.02786, -1.69856, -1.93455)
C (1.58492, -0.32240, -2.48173)
O (0.46828, 0.00389, -1.68661)
C (0.02345, -1.27332, -0.98720)
H (3.10289, -1.75727, -1.72489)
H (1.75367, -2.50372, -2.63997)
H (1.30797, -0.38084, -3.54679)
H (2.36085, 0.44628, -2.36119)
Li (1.12257, 3.11482, 3.03122)
O (0.36674, 2.63515, 1.23993)
O (-1.46617, 1.43669, 1.18427)
C (-1.98795, 0.20008, 1.68320)
C (-1.71732, -0.84702, 0.62171)
O (-0.68746, 2.25231, 3.14920)
C (-0.58191, 2.14239, 1.91993)
H (-1.47932, -0.05344, 2.62173)
H (-3.06345, 0.29811, 1.87600)
H (-1.96988, -1.84380, 1.01852)
H (-2.34338, -0.66846, -0.26507)

Summary:
HOMO-LUMO gap (alpha / beta), eV: 3.527 / 5.802
HOMO energy (alpha / beta), eV: -4.39 / -6.47
ΔE to the lowest compared entry with this formula, charge and spin, eV: 5.088
<S²>: 0.7531
Charge: 0
2S+1: 2